A molecular structure, C15H35N4O5PSi2 at a distorted geometry, computed with ωB97M-V/def2-TZVPD.

Output
Multiplicity ... 1
LUMO ... 0.3 eV
Strongest force on any atom ... 2.24 eV Å⁻¹
Calculated total energy ... -57367.9623 eV

Positions of all 62 atoms, in Å:
C: 1.16385 1.25002 3.10792
O: 0.27297 0.17638 3.26033
C: -0.65971 0.46212 4.29051
C: -1.91758 -0.34297 4.09671
C: -2.85261 0.24003 3.03708
C: -2.34787 0.21318 1.58621
C: -1.80461 -1.12990 1.09990
Si: -0.79710 -0.85052 -0.47844
C: -1.97257 -0.08713 -1.74433
C: -3.06381 -1.08125 -2.22414
C: -4.13409 -1.32437 -1.19859
N: -4.37948 -2.67179 -0.93509
O: -4.76270 -0.46169 -0.67795
O: 0.48408 0.13457 -0.01947
Si: 1.59739 0.61514 -1.17432
C: 2.84615 1.70796 -0.23942
C: 3.67419 2.53839 -1.17391
N: 3.52161 3.77690 -1.27924
C: 0.90973 1.70328 -2.55710
C: -0.14099 2.67411 -2.10916
N: -0.00965 3.27868 -1.01861
C: 2.59170 -0.76578 -1.97847
C: 3.60510 -1.40894 -0.99497
N: 4.90995 -0.70321 -1.14431
P: -0.27042 -2.92697 -1.13940
O: 1.17173 -3.39606 -0.48302
O: -0.19650 -3.03182 -2.79978
H: 1.66657 1.48988 4.05167
H: 0.64571 2.15828 2.79484
H: 1.93463 0.97665 2.40526
H: -0.20324 0.21897 5.25365
H: -0.92208 1.52144 4.27513
H: -1.68608 -1.38329 3.89378
H: -2.45255 -0.29511 5.04259
H: -2.96944 1.29429 3.29325
H: -3.84817 -0.18579 3.11931
H: -1.53251 0.93359 1.52084
H: -3.12451 0.60540 0.93947
H: -1.09548 -1.51531 1.82919
H: -2.56103 -1.90006 0.96902
H: -2.47469 0.73369 -1.24060
H: -1.49798 0.28063 -2.64743
H: -2.63381 -1.99774 -2.59909
H: -3.55302 -0.58993 -3.06023
H: -3.47819 -3.14184 -0.86965
H: -4.90335 -2.77144 -0.07384
H: 3.48265 1.09531 0.40003
H: 2.25244 2.32129 0.43050
H: 4.40942 2.06955 -1.81391
H: 2.78321 4.10016 -0.65486
H: 1.69262 2.27570 -3.04970
H: 0.52153 1.04330 -3.33414
H: -0.98932 2.81664 -2.77630
H: -0.82232 3.88943 -0.91180
H: 2.00127 -1.51001 -2.51421
H: 3.21153 -0.27972 -2.72971
H: 3.27821 -1.26644 0.02852
H: 3.78960 -2.44864 -1.23785
H: 5.18282 -0.27289 -0.26939
H: 5.64648 -1.35899 -1.37113
H: 1.71318 -3.86109 -1.13882
H: -0.90287 -3.63430 -3.06330

=====

A molecular structure, C15H35N4O7PtTi2 at a distorted geometry, computed with ωB97M-V/def2-TZVPD.

Output
<S²> ... 20.008
Multiplicity ... 9
LUMO (alpha / beta) ... -9.9 / -12.3 eV
Strongest force on any atom ... 3.58 eV Å⁻¹
Calculated total energy ... -85861.3079 eV
Charge ... +3

Positions of all 64 atoms, in Å:
Pt: -0.81802 -4.98666 1.59407
Ti: 2.93270 -3.86307 2.01574
Ti: 0.03935 -2.69757 4.16594
C: -4.50273 0.98305 0.70354
C: -3.35278 0.79842 -0.26328
N: -2.12393 1.61382 0.08024
C: -1.49719 1.10060 1.33254
C: -1.11071 1.34673 -1.03732
C: -1.51989 1.77724 -2.42513
C: -2.45451 3.09405 0.15284
C: -1.28192 3.99097 0.46827
O: -0.71424 4.34737 -0.76758
C: 0.38212 5.24177 -0.70617
H: -4.29988 0.80717 1.75675
H: -5.27315 0.28050 0.36084
H: -5.07088 1.91204 0.61090
H: -3.64558 1.00280 -1.28458
H: -3.01363 -0.23033 -0.13965
H: -0.42524 1.26886 1.28802
H: -1.70595 0.04390 1.47936
H: -1.91638 1.67056 2.16066
H: -0.81366 0.30057 -1.03245
H: -0.28893 2.01309 -0.76562
H: -0.62650 1.63695 -3.04089
H: -1.83504 2.80387 -2.56856
H: -2.25560 1.11240 -2.88432
H: -3.17167 3.12309 0.97381
H: -2.92510 3.36362 -0.78457
H: -0.53431 3.51174 1.11683
H: -1.60230 4.89547 0.99757
H: 0.63241 5.50050 -1.73099
H: 1.28289 4.76451 -0.29812
H: 0.16440 6.11298 -0.08567
C: 0.63666 -2.69646 1.49944
O: 1.45626 -2.03369 2.20220
O: 1.00161 -3.76780 0.85125
O: -0.62759 -2.69506 1.80520
O: 2.18698 2.80362 1.20728
C: 2.46668 1.75405 1.73114
N: 2.20517 0.55972 1.06958
C: 3.12012 1.62826 3.07414
H: 1.86696 0.70869 0.13104
H: 1.98621 -0.29078 1.56017
H: 2.43303 1.93707 3.86208
H: 3.97797 2.29998 3.11329
H: 3.51221 0.63232 3.28091
O: 4.58072 -3.30033 0.70353
C: 4.55005 -2.62660 -0.37185
N: 3.51308 -2.65733 -1.21556
C: 5.78724 -1.93436 -0.82643
H: 3.44648 -1.96082 -1.94268
H: 2.65085 -3.10984 -0.94277
H: 5.67197 -0.84577 -0.77252
H: 5.95050 -2.12444 -1.88685
H: 6.62281 -2.21924 -0.19842
O: -2.44336 -3.74238 -3.68818
C: -1.96855 -4.25599 -2.70377
N: -1.68827 -5.59160 -2.63482
C: -1.64713 -3.40474 -1.48692
H: -1.75603 -6.12883 -3.48398
H: -1.49637 -6.03877 -1.76053
H: -2.22427 -2.48584 -1.53188
H: -0.58158 -3.16957 -1.56963
H: -1.84456 -3.88451 -0.51745

=====

5 unconnected molecules or ions with the total composition C15H35N5O5 at a distorted geometry, computed with ωB97M-V/def2-TZVPD.

Output
<S²> ... 0.750
Multiplicity ... 2
LUMO (alpha / beta) ... 2.6 / 2.6 eV
Strongest force on any atom ... 3.54 eV Å⁻¹
Relative energy (zero: lowest compared OMol25 entry of this formula, charge and spin) ... 301.1 kJ/mol
Calculated total energy ... -33807.8877 eV
Charge ... -1

Positions of all 60 atoms, in Å:
C: 3.89467 -0.15527 -5.45023
O: 3.81818 0.95841 -4.87595
N: 3.99361 -1.36152 -4.79825
C: 4.13306 -2.65002 -5.50538
C: 3.94663 -1.42475 -3.38122
H: 3.76844 -0.18908 -6.54344
H: 5.07077 -3.04663 -5.11615
H: 4.29948 -2.57691 -6.58012
H: 3.31201 -3.31326 -5.23321
H: 3.14425 -2.02329 -2.94989
H: 4.88678 -1.83902 -3.01708
H: 3.93969 -0.46292 -2.86843
C: 2.27309 0.14219 0.19223
O: 2.50081 -1.01389 0.51369
N: 2.83560 1.31637 0.68134
C: 2.22856 2.62477 0.43490
C: 3.90924 1.18932 1.62331
H: 1.45079 0.34739 -0.51056
H: 3.05209 3.32633 0.30183
H: 1.70647 2.80334 1.37492
H: 1.49161 2.79163 -0.35070
H: 4.52345 2.06090 1.39703
H: 3.59697 1.22440 2.66703
H: 4.60879 0.38026 1.41317
C: -3.50765 0.95710 4.12444
O: -4.35876 1.82934 4.48004
N: -3.21555 -0.15824 4.82785
C: -2.16157 -1.06519 4.36397
C: -3.68540 -0.47852 6.14094
H: -2.83459 1.12447 3.26935
H: -2.53051 -2.08907 4.42446
H: -1.26558 -1.10593 4.98335
H: -1.95899 -1.04540 3.29314
H: -4.15321 -1.45897 6.23010
H: -2.78926 -0.44817 6.76071
H: -4.45529 0.24081 6.42009
C: -1.46473 -1.51980 -0.13774
O: -2.12447 -1.77375 0.89353
N: -0.88812 -2.45233 -0.95537
C: -0.18989 -2.10948 -2.17147
C: -1.39894 -3.80865 -0.81779
H: -1.23898 -0.46288 -0.34790
H: 0.47222 -2.87553 -2.57505
H: 0.09474 -1.05981 -2.24412
H: -1.03749 -2.21526 -2.84858
H: -0.52787 -4.43545 -0.62681
H: -1.97161 -3.98542 0.09265
H: -2.05798 -4.03339 -1.65639
C: -1.50441 2.65619 0.81850
O: -0.63189 1.88736 0.51979
N: -2.51978 2.99862 0.08340
C: -3.59362 3.75423 0.76147
C: -2.78872 2.33282 -1.19314
H: -1.55232 3.26843 1.73232
H: -4.26754 4.24899 0.06208
H: -3.20410 4.60473 1.32096
H: -4.29118 3.13695 1.32757
H: -3.67877 1.70655 -1.13229
H: -3.06018 3.03551 -1.98095
H: -2.04324 1.69061 -1.66210

=====

A molecular structure, C15H35OS5SbW at a distorted geometry, computed with ωB97M-V/def2-TZVPD.

Output
Multiplicity ... 1
LUMO (alpha / beta) ... -7.4 / -7.3 eV
Strongest force on any atom ... 1.24 eV Å⁻¹
Relative energy (zero: lowest compared OMol25 entry of this formula, charge and spin) ... 135.5 kJ/mol
Calculated total energy ... -80694.4319 eV
Charge ... +2

Positions of all 58 atoms, in Å:
W: 0.96863 0.34476 -0.33083
S: 0.71586 2.44668 -0.35791
S: 1.63353 3.39646 -2.04775
S: 3.19949 2.20458 -2.44075
S: 2.52130 0.25401 -1.82516
C: 1.70366 3.54945 4.38351
C: 1.01774 2.32864 4.98798
C: 0.30378 1.45583 3.95356
S: 1.50291 0.69242 2.85168
O: 0.62122 0.09799 1.68368
C: 2.07154 -0.75248 3.76275
C: 3.49372 -1.11514 3.33590
C: 3.62797 -1.33177 1.83004
H: 2.15471 4.15666 5.16549
H: 0.98830 4.17804 3.85110
H: 2.49736 3.27036 3.68830
H: 0.25222 2.64576 5.69767
H: 1.72318 1.72923 5.56939
H: -0.32603 2.05714 3.29441
H: -0.30006 0.66508 4.40091
H: 1.35750 -1.54958 3.54352
H: 1.98850 -0.50034 4.82145
H: 3.76818 -2.02996 3.86251
H: 4.18775 -0.34436 3.67399
H: 2.89769 -2.06002 1.46776
H: 4.62076 -1.69958 1.57849
H: 3.50891 -0.38874 1.28030
C: 0.31059 -2.61624 -0.86909
C: -1.13583 -2.30071 -1.26158
C: -1.66484 -3.28581 -2.29772
Sb: -1.21118 -0.23857 -1.91314
C: -3.08407 0.61111 -1.27747
C: -4.22255 -0.07297 -2.02664
C: -3.22087 0.50370 0.23735
C: -1.09644 -0.12910 -4.06893
C: -1.45088 1.27956 -4.52779
C: 0.25147 -0.60705 -4.58635
H: 0.36839 -3.57829 -0.35263
H: 0.74959 -1.93472 -0.10350
H: 0.98571 -2.65147 -1.72360
H: -1.76217 -2.32818 -0.36664
H: -1.05376 -3.28456 -3.20178
H: -2.69379 -3.06369 -2.57998
H: -1.64446 -4.29693 -1.88652
H: -3.01880 1.66144 -1.56962
H: -4.28017 -1.13558 -1.78115
H: -4.13596 0.03095 -3.10897
H: -5.16963 0.37972 -1.72788
H: -3.32274 -0.53528 0.55749
H: -4.12121 1.03119 0.55574
H: -2.37105 0.94751 0.76280
H: -1.88081 -0.83112 -4.36547
H: -0.70477 2.00427 -4.19388
H: -2.43174 1.60321 -4.17690
H: -1.46791 1.30162 -5.61860
H: 1.05277 0.06919 -4.28367
H: 0.22579 -0.61975 -5.67708
H: 0.50099 -1.61456 -4.24879

=====

A molecular structure, C15H37AsBBrNO25S6 at a distorted geometry, computed with ωB97M-V/def2-TZVPD.

Output
Multiplicity ... 1
LUMO ... 1.4 eV
Strongest force on any atom ... 2.78 eV Å⁻¹
Calculated total energy ... -265392.6893 eV
Charge ... -1

Positions of all 87 atoms, in Å:
N: -0.99300 1.36269 -1.01546
B: -1.80459 0.48799 -1.81880
O: -3.08846 0.93151 -2.14826
As: -1.11430 -1.40033 -2.40029
C: 0.83358 -0.76147 -2.74618
C: 1.04986 0.53192 -3.54685
C: 0.31630 0.58111 -4.87454
Br: 0.67259 2.37024 -5.70246
H: -0.25512 0.82499 -0.56916
H: -1.53409 1.86404 -0.31433
H: -3.13430 1.09113 -3.09752
H: -1.56824 -1.21317 -3.96177
H: -0.67237 -2.89299 -2.73610
H: -0.73304 -1.64575 -0.84260
H: -2.59635 -1.96522 -2.11370
H: 1.34241 -0.72190 -1.77463
H: 1.32651 -1.57295 -3.30353
H: 0.83858 1.45306 -2.99584
H: 2.12264 0.59257 -3.79044
H: -0.76357 0.53150 -4.80255
H: 0.70478 -0.11692 -5.61335
C: 1.02853 4.44447 1.36310
C: 1.88252 3.41509 0.66304
O: 2.66062 2.81957 1.72147
S: 1.80671 2.80383 3.06580
O: 1.20864 1.52802 3.23010
O: 2.58337 3.39591 4.09790
O: 0.66859 3.83078 2.61134
H: 1.59530 5.35239 1.58125
H: 0.13808 4.70051 0.79538
H: 2.53097 3.85215 -0.08983
H: 1.27466 2.63136 0.20747
C: -7.13645 3.26228 1.03800
C: -7.69112 1.89875 0.67408
O: -7.20602 1.65114 -0.64038
S: -5.76409 2.32033 -0.81938
O: -4.77569 1.33707 -0.61597
O: -5.79552 3.13375 -1.98304
O: -5.82139 3.28067 0.48640
H: -7.71849 4.06255 0.57257
H: -7.09420 3.42350 2.11297
H: -8.77813 1.87116 0.68637
H: -7.30070 1.11987 1.33515
C: 1.79807 -2.79072 1.19813
C: 2.61180 -4.06253 1.29757
O: 1.84645 -5.03370 0.57075
S: 1.06803 -4.29329 -0.64625
O: 1.83196 -4.46254 -1.82967
O: -0.29593 -4.65616 -0.55527
O: 1.26848 -2.80977 -0.12414
H: 0.96029 -2.79570 1.90146
H: 2.38853 -1.89961 1.35113
H: 2.76277 -4.38748 2.32428
H: 3.58096 -3.95172 0.80604
C: 7.25881 1.60731 1.61554
C: 7.99476 2.38529 0.54548
O: 6.99871 2.65684 -0.44486
S: 5.57138 2.84499 0.26437
O: 5.32470 4.23232 0.43701
O: 4.64289 1.99079 -0.37390
O: 5.96906 2.22393 1.68564
H: 7.12500 0.56139 1.33006
H: 7.75286 1.65750 2.58245
H: 8.81825 1.82544 0.11075
H: 8.36517 3.33936 0.92865
C: 6.04416 -2.85611 5.11438
C: 5.32524 -1.54830 5.36992
O: 5.53178 -0.79148 4.17129
S: 5.59279 -1.77896 2.91437
O: 4.31707 -1.82114 2.29922
O: 6.77218 -1.49368 2.18212
O: 5.79338 -3.14179 3.73339
H: 7.12252 -2.75356 5.25314
H: 5.67452 -3.66486 5.73904
H: 5.71912 -1.01257 6.22885
H: 4.25131 -1.69926 5.49759
C: -8.57082 -2.63752 -3.40863
C: -7.90206 -3.61020 -2.46184
O: -7.38312 -2.78578 -1.41723
S: -8.33788 -1.52582 -1.19127
O: -9.21258 -1.79717 -0.10325
O: -7.55634 -0.35050 -1.23706
O: -9.17857 -1.65976 -2.55314
H: -7.84057 -2.13166 -4.04283
H: -9.32415 -3.11337 -4.03132
H: -7.10092 -4.17300 -2.93264
H: -8.62608 -4.30267 -2.02473

=====

A molecular structure, C15H37BLiN2O at a distorted geometry, computed with ωB97M-V/def2-TZVPD.

Output
Multiplicity ... 1
LUMO ... 2.4 eV
Strongest force on any atom ... 5.06 eV Å⁻¹
Relative energy (zero: lowest compared OMol25 entry of this formula, charge and spin) ... 542.1 kJ/mol
Calculated total energy ... -22058.4568 eV
Charge ... -1

Positions of all 57 atoms, in Å:
Li: -0.26474 2.25781 -0.99662
B: -1.49214 4.78558 -2.02254
H: -1.02350 4.21267 -2.80764
H: -2.54239 4.55434 -1.93455
H: -1.10326 4.52988 -1.04908
H: -1.33411 5.83155 -2.23518
C: -1.82285 -3.07975 -1.39196
C: -2.23918 -3.17287 0.09886
C: -1.45328 -4.36498 0.61840
C: -1.70318 -4.54979 2.20313
C: -1.21374 -3.33650 2.80888
C: -1.93311 -2.03389 2.37963
N: -1.96728 -1.90822 0.83730
O: -2.06591 -0.60475 0.15689
C: -1.11902 -0.88656 3.06517
C: -3.32310 -1.84002 3.10748
C: -3.76804 -3.46496 0.13702
H: -0.73564 -3.01648 -1.43740
H: -2.32018 -2.26047 -1.91114
H: -2.10740 -4.02909 -1.84572
H: -0.37020 -4.35075 0.49655
H: -1.88425 -5.26338 0.17654
H: -1.15857 -5.39997 2.61388
H: -2.75413 -4.71054 2.44342
H: -0.16110 -3.31731 2.52660
H: -1.09754 -3.34886 3.89260
H: -0.90447 -1.15053 4.10073
H: -1.70577 0.02537 2.95460
H: -0.11200 -0.75951 2.66782
H: -3.92738 -0.94676 2.94927
H: -3.16719 -1.53243 4.14150
H: -3.90248 -2.76324 3.11610
H: -3.97106 -4.52281 -0.02986
H: -4.36575 -2.88839 -0.56897
H: -4.15974 -3.45331 1.15414
C: 4.50234 3.99798 -2.03605
C: 2.96275 3.69595 -1.88915
N: 2.67575 2.36933 -1.24735
C: 3.28131 2.11301 0.07089
C: 3.05236 3.16408 1.10729
C: 2.92311 1.29552 -2.14717
C: 1.92506 1.17571 -3.34433
H: 4.58072 4.96148 -2.53966
H: 5.15217 3.33042 -2.60190
H: 5.15248 4.03767 -1.16206
H: 2.46223 4.37878 -1.20262
H: 2.54282 3.71723 -2.89479
H: 4.32606 1.84569 -0.08764
H: 2.88398 1.22789 0.56767
H: 3.53099 2.97247 2.06765
H: 2.00782 3.40850 1.30040
H: 3.47434 4.08176 0.69754
H: 3.93386 1.34747 -2.55188
H: 2.88416 0.30234 -1.69975
H: 1.92717 2.07021 -3.96719
H: 2.07066 0.25172 -3.90391
H: 0.92129 1.01350 -2.95161